The following is a DFT calculation (the ωB97M-V functional and the def2-TZVPD basis) of a 3-piece molecular cluster, C45H83N7O6P2S2 overall.

Atoms and positions in Å:
C 7.4030 3.1242 -0.7652
C 6.5879 3.7922 0.0807
C 5.3971 3.1135 0.6641
O 5.4334 1.9868 1.1041
O 4.2346 3.8130 0.6668
C 3.6948 4.2358 -0.6032
C 3.8929 3.2627 -1.7513
C 3.0407 3.6749 -2.9555
C 3.1418 2.5891 -4.0417
C 2.1956 1.4355 -3.7256
C 2.4685 0.1575 -4.5414
C 1.2379 -0.7148 -4.5029
C 0.1486 -0.3999 -5.3107
C -0.9901 -1.1842 -5.2734
C -1.0759 -2.2647 -4.4143
C -0.0119 -2.6016 -3.5999
C 1.1435 -1.8234 -3.6740
S 2.4808 -2.3130 -2.6123
C 1.5280 -2.7685 -1.1875
C 1.9894 -2.4615 0.0745
C 1.2423 -2.7828 1.1988
C 1.8411 -2.4256 2.5416
C 2.2141 -3.6559 3.3833
C 3.4514 -4.4075 2.8081
C 2.9692 -5.7547 2.2446
C 4.4156 -4.7213 3.9528
C -0.0034 -3.4088 1.0281
C -0.8426 -3.6830 2.2602
C -2.0931 -2.7632 2.2574
C -1.8897 -1.5466 3.1833
C -2.8002 -0.3847 2.8024
C -2.3500 0.4324 1.5667
C -0.8414 0.4412 1.2859
C -0.4441 -3.7567 -0.2684
S -1.9928 -4.6407 -0.5502
C -3.3144 -3.4619 -0.7426
O -2.3161 -5.4733 0.5873
O -1.9380 -5.3875 -1.7793
C 0.3250 -3.4291 -1.4006
N -0.0823 -3.7246 -2.7282
H 7.6983 3.6034 -1.6926
H 7.7774 2.1430 -0.4925
H 6.8394 4.8176 0.3435
H 2.6191 4.3135 -0.4421
H 4.0293 5.2458 -0.8587
H 3.5975 2.2729 -1.3936
H 4.9246 3.2251 -2.0984
H 1.9951 3.8272 -2.6745
H 3.3927 4.6307 -3.3481
H 4.1846 2.2573 -4.0839
H 2.9088 3.0245 -5.0158
H 2.1616 1.2156 -2.6569
H 1.1877 1.7722 -3.9901
H 3.3116 -0.3419 -4.0662
H 2.7059 0.4237 -5.5719
H 0.2391 0.4532 -5.9717
H -1.8222 -0.9485 -5.9243
H -1.9627 -2.8848 -4.3749
H 2.9445 -1.9600 0.1744
H 1.2277 -1.7142 3.0953
H 2.7855 -1.9142 2.3432
H 2.4299 -3.3692 4.4147
H 1.4051 -4.3831 3.4291
H 3.9197 -3.8192 2.0172
H 2.7368 -6.4303 3.0711
H 3.7347 -6.2448 1.6396
H 2.0652 -5.6381 1.6441
H 4.9030 -3.8328 4.3569
H 3.8665 -5.2094 4.7611
H 5.1829 -5.4304 3.6330
H -0.2999 -3.4245 3.1625
H -1.1219 -4.7298 2.3249
H -2.9596 -3.3018 2.6383
H -2.2516 -2.3567 1.2611
H -2.1985 -1.8740 4.1825
H -0.8397 -1.2760 3.2816
H -3.7685 -0.8315 2.5475
H -3.0122 0.2764 3.6429
H -2.6355 1.4709 1.7555
H -2.8894 0.1521 0.6601
H -0.6215 1.3036 0.6510
H -0.2387 0.5619 2.1839
H -0.5476 -0.4319 0.7005
H -3.7557 -3.2922 0.2351
H -2.9659 -2.5124 -1.1452
H -4.0542 -3.9380 -1.3809
H 0.3758 -4.5466 -3.1014
C 0.3650 10.1949 -4.5156
N 0.8652 8.9605 -3.9433
C 0.1618 8.5519 -2.7304
P 2.4425 8.3281 -4.1231
O 2.2201 6.8605 -4.0121
N 2.9700 8.4482 -5.7452
C 2.5236 9.4591 -6.6823
C 3.2488 7.1987 -6.4431
N 3.3162 9.7417 -3.6737
C 4.7837 9.6167 -3.8566
C 3.1096 10.1387 -2.2606
H 0.8508 11.1027 -4.1301
H -0.7008 10.2858 -4.3044
H 0.4434 10.2001 -5.5984
H 0.5296 9.0519 -1.8242
H 0.2641 7.4774 -2.5782
H -0.9044 8.7604 -2.8170
H 1.5416 9.2193 -7.1095
H 3.2327 9.5345 -7.5118
H 2.4901 10.4464 -6.2243
H 2.3347 6.7044 -6.7939
H 3.7886 6.5043 -5.8058
H 3.8841 7.4009 -7.3090
H 5.2084 8.8088 -3.2526
H 5.2613 10.5527 -3.5669
H 5.0335 9.4358 -4.8971
H 3.3121 9.3240 -1.5595
H 2.0920 10.4905 -2.0997
H 3.7659 10.9720 -2.0152
C -5.8090 -5.8410 2.7839
N -5.0316 -5.5907 3.9820
C -3.5986 -5.7994 3.7929
P -5.5864 -5.6997 5.5913
O -4.7314 -4.7111 6.3027
N -7.1271 -4.9784 5.7782
C -8.1144 -4.8735 4.7239
C -7.2165 -3.8322 6.6740
N -6.2795 -7.2742 5.4905
C -7.0148 -7.6806 6.7132
C -5.2823 -8.3407 5.2359
H -6.1452 -6.8815 2.6708
H -5.2060 -5.6020 1.9066
H -6.6794 -5.1929 2.7233
H -3.2949 -6.8508 3.8867
H -3.0289 -5.2287 4.5285
H -3.2847 -5.4537 2.8096
H -7.9007 -4.0413 4.0404
H -9.1033 -4.6962 5.1575
H -8.1961 -5.7988 4.1553
H -6.8581 -2.9077 6.2050
H -6.6440 -3.9974 7.5815
H -8.2581 -3.6853 6.9717
H -6.3684 -7.7043 7.5961
H -7.4337 -8.6762 6.5647
H -7.8435 -7.0087 6.9123
H -4.4592 -8.3287 5.9561
H -4.8675 -8.2549 4.2332
H -5.7672 -9.3144 5.2866

Calculated values
net charge = 0
molar mass = 944.28 g/mol
LUMO level = 0.0019 Ha
SMILES = C=CC(=O)OCCCCCCc1cccc2c1Sc1cc(CCC(C)C)c(CCCCCC)c(S(C)(=O)=O)c1N2.CN(C)P(=O)(N(C)C)N(C)C.CN(C)P(=O)(N(C)C)N(C)C
E = -110973.3231 eV

---

The following is a DFT calculation (the ωB97M-V functional and the def2-TZVPD basis) of a 9-piece molecular cluster, C45H88F5N3O34PS2 overall.

Atoms and positions in Å:
C 1.7709 1.2002 -0.5373
C 2.6362 -0.0417 -1.1601
C 1.9158 -1.4861 -1.2549
O 1.0433 -1.9351 -2.2017
C -0.0255 -1.3286 -2.8838
C 0.6630 -0.1834 -3.8609
C 2.1164 -0.5039 -4.5039
O 2.7930 0.8253 -4.6882
C 3.7114 0.6675 -5.8581
O 4.6653 -0.2818 -5.8461
N -0.8147 -0.4792 -1.9315
C -1.8778 -1.0455 -1.1200
P -3.6893 -0.4159 -1.4972
O -4.4657 -1.4045 -2.5074
O -4.7189 -0.3230 -0.1045
O -3.6413 1.2293 -2.1678
S -1.7070 -0.4418 0.6920
C -2.1905 1.4039 0.8226
O -0.2730 -0.5072 1.2446
O -2.5455 -1.3363 1.6879
C -1.9242 -2.6484 -1.2866
N -1.1421 -3.3584 -0.1553
N -1.6043 -3.2643 -2.6190
O -2.7859 -3.9041 -2.9028
S -0.7216 -4.7430 -2.1173
C -0.9741 -2.4669 -3.7227
C 0.1401 -3.3604 -4.5943
C -0.2865 -4.5963 -5.4917
C -1.7387 -5.2828 -5.4743
C -1.6476 -6.5532 -6.5684
C -3.1869 -7.0789 -6.9032
C -4.0294 -6.0105 -7.8664
C -5.1623 -5.1451 -7.0402
O -5.5016 -3.9621 -7.8618
C -5.8744 -2.8052 -7.0334
C -1.9251 -1.7202 -4.8051
F -2.4182 -0.3449 -4.3895
F -3.2891 -2.3385 -5.0683
C -1.5285 -1.5133 -6.3562
F -2.5366 -0.4855 -6.8636
F -1.8884 -2.6632 -7.2742
F -0.2700 -0.9555 -6.7859
H 2.4458 2.1738 -0.6949
H 1.6764 1.1101 0.6495
H 0.7597 1.4357 -1.0706
H 3.1646 0.3615 -2.1227
H 3.5353 -0.1907 -0.3819
H 1.5225 -1.7006 -0.1445
H 2.8619 -2.2330 -1.2887
H 0.8871 0.7450 -3.1334
H -0.0290 0.3022 -4.6536
H 2.0933 -0.9624 -5.6061
H 2.8590 -1.1347 -3.8626
H 3.5805 1.3878 -6.7893
H -1.1144 0.4389 -2.3263
H -5.4541 -1.0176 -0.1273
H -4.1899 1.1532 -3.0200
H -3.2570 1.5433 1.3163
H -1.4233 1.9329 1.5565
H -2.0800 1.9662 -0.2110
H -3.0432 -2.9168 -0.9405
H -1.7640 -3.5853 0.6443
H -0.2806 -2.8537 0.0952
H -2.9438 -4.6509 -2.2549
H 0.6043 -4.4514 -1.8051
H 0.7635 -2.6628 -5.3440
H 1.0654 -3.7360 -3.9328
H -0.0805 -4.3563 -6.6482
H 0.4790 -5.4978 -5.2934
H -2.6465 -4.6558 -5.8591
H -2.0105 -5.8382 -4.4525
H -1.2780 -6.0321 -7.5770
H -0.9258 -7.4018 -6.2105
H -3.0968 -8.0817 -7.5346
H -3.7340 -7.2836 -5.8881
H -4.5976 -6.6080 -8.7267
H -3.2900 -5.2779 -8.4300
H -6.1051 -5.8463 -6.8714
H -4.8214 -4.7983 -5.9722
H -6.8625 -2.3373 -7.5105
H -6.1303 -3.0545 -5.9186
H -4.9976 -2.0046 -7.1091
C -4.0470 5.9562 4.4266
O -3.9343 4.8418 5.3096
C -3.6517 3.6669 4.6924
O -3.4951 3.5067 3.4921
O -3.5734 2.7009 5.6422
C -3.2793 1.4010 5.1343
H -4.2742 6.8415 5.0269
H -3.1023 6.1296 3.9013
H -4.8649 5.8037 3.7150
H -2.3038 1.3923 4.6373
H -4.0663 1.0663 4.4510
H -3.2405 0.7086 5.9798
C 2.7120 6.6064 6.0734
O 2.0280 5.9469 5.0097
C 1.1436 5.0014 5.4161
O 0.9053 4.6923 6.5731
O 0.5701 4.4596 4.3121
C -0.3899 3.4417 4.5891
H 3.3927 7.3406 5.6337
H 2.0035 7.1366 6.7179
H 3.3047 5.8915 6.6532
H -1.2225 3.8454 5.1742
H 0.0787 2.6004 5.1095
H -0.7836 3.0799 3.6353
C -4.5803 4.2816 8.1014
O -5.0836 5.6118 8.2089
C -5.9164 5.8102 9.2616
O -6.2477 4.9691 10.0825
O -6.3166 7.1066 9.2429
C -7.2039 7.4622 10.3015
H -3.9264 4.2373 7.2260
H -3.9903 4.0195 8.9855
H -5.3991 3.5696 7.9557
H -6.7187 7.3273 11.2736
H -8.1276 6.8774 10.2439
H -7.4587 8.5195 10.1882
C -5.1557 -4.5756 7.0484
O -3.9434 -3.9708 6.6026
C -3.7852 -3.9645 5.2550
O -4.5712 -4.4190 4.4385
O -2.6010 -3.3650 4.9732
C -2.2994 -3.2868 3.5813
H -5.1770 -4.5251 8.1405
H -6.0235 -4.0316 6.6617
H -5.1936 -5.6287 6.7517
H -3.0530 -2.6912 3.0559
H -2.2231 -4.2884 3.1460
H -1.3314 -2.7899 3.4726
C 3.3014 8.2626 -1.5739
O 2.4291 8.2049 -0.4469
C 2.6266 7.1300 0.3574
O 3.4590 6.2524 0.1902
O 1.7375 7.2007 1.3800
C 1.8297 6.1260 2.3131
H 3.0550 9.1611 -2.1464
H 4.3449 8.3355 -1.2510
H 3.1548 7.3915 -2.2206
H 2.8144 6.1136 2.7915
H 1.6243 5.1695 1.8219
H 1.0736 6.2846 3.0870
C -1.7588 -4.3951 8.0747
O -1.6332 -5.4760 8.9968
C -0.5123 -6.2228 8.8322
O 0.3532 -6.0413 7.9901
O -0.5211 -7.2065 9.7668
C 0.6074 -8.0771 9.7131
H -2.6898 -3.8668 8.2981
H -0.9279 -3.6917 8.1890
H -1.8131 -4.7687 7.0471
H 1.5331 -7.5208 9.8930
H 0.6478 -8.5978 8.7510
H 0.4960 -8.8240 10.5040
C 7.5840 -0.1579 -5.0879
O 7.8980 0.2194 -3.7487
C 8.5377 -0.7402 -3.0337
O 8.8474 -1.8497 -3.4388
O 8.7731 -0.2515 -1.7899
C 9.4459 -1.1598 -0.9202
H 7.0751 0.6838 -5.5657
H 8.4969 -0.3735 -5.6523
H 6.9084 -1.0193 -5.0979
H 10.4333 -1.4155 -1.3180
H 8.8448 -2.0613 -0.7636
H 9.5818 -0.6652 0.0455
C 9.6326 2.9416 -4.1566
O 9.8939 4.2031 -4.7686
C 10.1288 4.1381 -6.1034
O 10.1317 3.1233 -6.7825
O 10.3600 5.3978 -6.5517
C 10.6247 5.4834 -7.9506
H 9.4591 3.1126 -3.0905
H 8.7338 2.4845 -4.5827
H 10.4948 2.2753 -4.2624
H 9.7654 5.1280 -8.5285
H 11.5264 4.9187 -8.2082
H 10.7947 6.5348 -8.1987

Calculated values
net charge = +1
molar mass = 1405.28 g/mol
LUMO level = -0.1466 Ha
E = -166697.6042 eV